# 1
The following is a quantum chemistry calculation of a 3-piece molecular cluster, C5H12O3 overall, from OMol25.

CARTESIAN COORDINATES (ANGSTROEM)
C -2.10068 0.80504 -0.61581
C -1.63732 0.97534 0.65329
C 0.77995 0.23663 -0.87414
O 1.99835 -0.31560 -0.86657
C -0.33814 -0.80004 -1.26202
C -1.55299 -0.06397 -1.57994
H -2.87500 1.49761 -0.92102
H -2.07327 1.71732 1.29949
H -0.88833 0.40669 1.20161
H 0.52942 0.67883 0.10564
H 0.80096 1.13718 -1.52235
H -0.50923 -1.49812 -0.41984
H 0.11581 -1.37648 -2.06289
H -1.93543 -0.08597 -2.59294
H 0.14074 -1.48205 2.60942
H 3.32342 0.27931 1.88397
O 2.45320 0.14462 1.52272
H 1.15002 -0.86457 1.64158
H 2.42385 -0.22945 0.09283
O 0.19465 -1.16234 1.70693

Summary:
ΔE to the lowest compared entry with this formula, charge and spin: 5.308 eV
Frontier orbital gap: 5.28 eV


# 2
The following is a quantum chemistry calculation of C4H11N3O as an isolated structure, from OMol25.

CARTESIAN COORDINATES (ANGSTROEM)
C -2.18616 -0.88464 -0.63290
N -0.83385 -0.52594 -1.01743
O 0.09696 -1.46667 -0.47858
H -2.86368 -0.08643 -0.93733
H -2.29636 -1.10831 0.43432
H -2.42317 -1.79078 -1.18806
C -0.84027 1.13728 0.89411
C 1.82523 -0.00212 1.01663
C 1.03699 0.03595 -0.26473
N 1.79153 0.27077 -1.38685
N -0.24118 0.64860 -0.33345
H 2.63024 -0.28674 -1.45590
H 1.21941 0.22935 -2.22511
H -0.19883 1.91911 1.29771
H -0.98796 0.34693 1.63805
H -1.78977 1.60814 0.64446
H 1.22858 -0.45249 1.80631
H 2.10898 1.00871 1.30835
H 2.72333 -0.60072 0.88037

Summary:
ΔE to the lowest compared entry with this formula, charge and spin: 4.788 eV
Frontier orbital gap: 8.77 eV


# 3
The following is a quantum chemistry calculation of C5H6GdLiO4 as an isolated structure, from OMol25.

CARTESIAN COORDINATES (ANGSTROEM)
C 0.14877 -1.90222 1.20743
C -1.11164 -2.30609 0.43215
C -2.38429 -1.81670 1.05492
C -3.17133 -0.82867 0.54653
O -4.16145 -0.24654 1.17455
O 0.77567 -0.74130 0.76668
Gd 0.58940 0.83554 -0.68003
Li -3.03928 -0.09768 2.62724
H 0.84279 -2.76611 1.23037
H -0.15302 -1.70976 2.25773
H -1.11623 -3.40768 0.35417
H -1.02374 -1.92667 -0.59957
H -2.66791 -2.26492 2.02065
H -2.91857 -0.44547 -0.46247
O -1.25213 0.79680 2.99053
O 0.10431 2.27572 1.86130
C -0.45403 1.38221 2.36815

Summary:
ΔE to the lowest compared entry with this formula, charge and spin: 2.322 eV
Total charge: +1
Expectation value of S²: 20.04
Spin multiplicity: 9
Frontier orbital gap (spin up / spin down): 5.04 / 6.63 eV


# 4
The following is a quantum chemistry calculation of one molecule with the formula C4H9NO2, from OMol25.

CARTESIAN COORDINATES (ANGSTROEM)
C 0.81038 -1.89159 -0.07515
C 0.29697 -0.39440 0.10126
C 0.62739 1.15650 -0.82702
O 1.43888 1.97535 -0.02808
N -1.12642 -0.51435 0.37235
C -1.79750 0.63423 0.57089
O -1.23099 1.69952 0.76167
H 0.80713 -2.42773 0.89907
H 1.83950 -1.97821 -0.43142
H 0.19117 -2.53161 -0.72548
H 0.80693 -0.01587 0.98492
H 1.19235 0.85617 -1.69664
H -0.19190 1.81735 -1.20810
H 0.85237 2.43151 0.59815
H -1.62599 -1.38115 0.21085
H -2.89027 0.56428 0.49273

Summary:
ΔE to the lowest compared entry with this formula, charge and spin: 2.515 eV
SMILES: C[C@@H](CO)NC=O
Frontier orbital gap: 10.01 eV


# 5
The following is a quantum chemistry calculation of one molecule with the formula C7H17NO, from OMol25.

CARTESIAN COORDINATES (ANGSTROEM)
C -2.60880 -0.37633 1.12609
C -2.14346 -0.34298 -0.32630
N -1.26994 0.79152 -0.58030
C 0.02894 0.73965 0.05936
C 0.72102 2.04030 -0.37994
C 0.95036 -0.55890 -0.10498
C 1.67022 -0.56157 -1.45222
C 1.90450 -0.54816 1.09513
O 0.32566 -1.85069 -0.08807
H -1.77449 -0.29508 1.81519
H -3.12342 -1.31329 1.32511
H -3.29022 0.44578 1.32110
H -3.01887 -0.22846 -0.97227
H -1.66978 -1.30102 -0.58789
H -1.15059 0.89884 -1.58289
H -0.15910 0.82682 1.13538
H 0.80067 2.09088 -1.46276
H 0.10026 2.86976 -0.05175
H 1.71018 2.15345 0.05362
H 2.26263 0.33399 -1.60024
H 0.93171 -0.64789 -2.24562
H 2.32169 -1.43041 -1.50460
H 1.33308 -0.66313 2.01650
H 2.60398 -1.37858 1.01839
H 2.46962 0.37667 1.15831
H 0.07417 -2.07115 0.81565

Summary:
ΔE to the lowest compared entry with this formula, charge and spin: 1.080 eV
SMILES: CCN[C@H](C)C(C)(C)O
Frontier orbital gap: 9.27 eV


# 6
The following is a quantum chemistry calculation of C11H18FNO6S as an isolated structure, from OMol25.

CARTESIAN COORDINATES (ANGSTROEM)
C 0.49870 3.34595 -0.53855
C 0.21453 3.01190 0.90105
O 0.93593 3.44372 1.75059
N -0.86767 2.19128 1.25288
C -2.01090 2.13464 0.34579
C -2.05918 0.96177 -0.63631
C -1.99275 -0.39681 0.06742
C -1.34103 -1.55055 -0.70281
C -0.03511 -1.24258 -1.38895
O 0.43060 -2.45007 -2.06958
S 1.77406 -2.00823 -2.79140
O 1.49396 -1.15141 -3.88823
O 2.58443 -3.14860 -2.97706
O 2.27978 -1.11532 -1.57921
C 1.21495 -0.91202 -0.58299
F 1.30971 0.39409 -0.25292
C 1.57583 -1.80426 0.60515
C 1.46668 -1.03300 1.92858
C 1.07410 -1.83063 3.10864
O 0.19045 -0.78769 2.36718
H 1.57360 3.28198 -0.66517
H 0.03048 2.68695 -1.25864
H 0.21102 4.36834 -0.77015
H -0.57204 1.27797 1.57103
H -2.91100 2.07344 0.95789
H -2.08256 3.07799 -0.18803
H -3.01881 1.02387 -1.14974
H -1.31734 1.08525 -1.42031
H -1.52696 -0.33975 1.04294
H -3.01801 -0.71128 0.25075
H -1.17998 -2.38937 -0.02818
H -2.01302 -1.90919 -1.47971
H -0.17706 -0.52451 -2.19337
H 0.91776 -2.65907 0.69237
H 2.62044 -2.08808 0.52805
H 2.21106 -0.26154 2.10881
H 1.08641 -1.35665 4.07727
H 0.42894 -2.68853 3.00493

Summary:
Frontier orbital gap: 10.06 eV